Model P:
Computed, not measured: the molecule C17H24N2O3, with ωB97M-V with the def2-TZVPD basis set.

Last column: Mulliken charge in e.
Atoms and positions in Å:
C1 5.2684 2.8550 -1.3731  -1.27
C2 5.1680 1.4124 -0.8938  -0.12
C3 4.7705 1.3460 0.5837  -0.64
O1 3.4876 1.8819 0.8314  -0.49
C4 2.3726 1.1800 0.5084  0.42
C5 1.1629 1.8518 0.7098  -0.82
C6 -0.0236 1.2216 0.4304  -0.50
C7 -0.0595 -0.0884 -0.0523  0.33
C8 -1.3111 -0.7420 -0.3430  -0.32
N1 -2.4306 -0.1561 -0.1648  -0.08
N2 -3.5614 -0.8190 -0.4521  -0.12
C9 -4.8186 -0.2977 -0.2982  0.07
O2 -5.7880 -0.9721 -0.5838  -0.69
C10 -4.8722 1.0882 0.2216  0.41
C11 -6.0337 1.4463 1.1158  -0.65
C12 -5.9919 1.9696 -0.2744  -0.64
C13 1.1602 -0.7699 -0.2489  -0.17
O3 1.0547 -2.0322 -0.7416  -0.44
C14 2.1601 -2.9074 -0.8469  -0.54
C15 2.3449 -3.7738 0.4035  -0.39
C16 2.8906 -3.0137 1.6064  -1.05
C17 2.3599 -0.1257 0.0298  0.23
H1 6.0511 3.3829 -0.8332  0.32
H2 5.4965 2.8887 -2.4355  0.37
H3 4.3259 3.3695 -1.2031  0.28
H4 6.1280 0.9069 -1.0156  0.44
H5 4.4245 0.8856 -1.4952  0.18
H6 4.8436 0.3192 0.9644  0.26
H7 5.4443 1.9757 1.1718  0.41
H8 1.1927 2.8610 1.0866  0.46
H9 -0.9641 1.7264 0.5780  0.41
H10 -1.2563 -1.7662 -0.7232  0.42
H11 -3.5084 -1.7770 -0.8103  0.24
H12 -3.9063 1.5294 0.4169  0.32
H13 -6.7364 0.6564 1.3326  0.25
H14 -5.8434 2.1182 1.9386  0.27
H15 -6.6665 1.5323 -0.9944  0.25
H16 -5.7721 3.0132 -0.4390  0.27
H17 1.9094 -3.5563 -1.6929  0.34
H18 3.0832 -2.3745 -1.0936  0.33
H19 1.3762 -4.2078 0.6583  0.27
H20 3.0242 -4.5892 0.1471  0.38
H21 2.9809 -3.6837 2.4580  0.40
H22 3.8767 -2.6064 1.3911  0.22
H23 2.2272 -2.1977 1.8837  0.27
H24 3.2901 -0.6469 -0.1181  0.10

Molar mass (g mol⁻¹): 304.390
LUMO (eV): 0.61
HOMO (eV): -7.72
Charge: 0
HOMO-LUMO gap (eV): 8.3

Model Q:
Computed, not measured: the molecule C17H24N2O3, with ωB97M-V with the def2-TZVPD basis set.

Last column: Mulliken charge in e.
Atoms and positions in Å:
O1 -2.2696 0.1395 3.7370  -0.73
C1 -2.0477 0.3508 2.5531  0.17
N1 -2.1956 1.5600 1.9681  -0.07
C2 -2.3996 2.7713 2.7198  -1.23
C3 -1.1003 3.5929 2.7772  0.34
C4 0.0518 2.8444 3.4769  -0.93
C5 0.9751 2.4475 2.3241  -0.08
C6 0.6976 3.5642 1.3200  -0.56
O2 -0.6810 3.8496 1.4393  -0.51
C7 -1.6141 -0.7319 1.6596  -0.21
C8 -1.2002 -0.7823 0.3468  0.47
C9 -0.8640 -2.1274 0.0641  0.15
C10 -0.3738 -2.7302 -1.1780  0.19
O3 -0.2620 -3.9326 -1.2959  -0.66
C11 0.0254 -1.7587 -2.2788  0.55
C12 0.1850 -2.4738 -3.6283  -1.10
C13 1.6237 -2.9281 -3.8420  -0.70
C14 2.5646 -1.7233 -3.9519  -0.64
C15 2.0873 -0.5619 -3.0717  -0.85
C16 1.3459 -1.0882 -1.8480  -0.58
C17 -1.0936 -2.8440 1.2325  -1.32
N2 -1.5314 -1.9978 2.1711  0.06
H1 -1.8925 1.6925 1.0163  0.27
H2 -3.1792 3.3662 2.2367  0.40
H3 -2.7162 2.4936 3.7263  0.46
H4 -1.3144 4.5476 3.2777  0.38
H5 0.5693 3.5113 4.1659  0.35
H6 -0.3141 1.9853 4.0340  0.37
H7 0.6816 1.4816 1.9101  -0.16
H8 2.0217 2.4028 2.6147  0.47
H9 1.2889 4.4580 1.5669  0.31
H10 0.8919 3.2876 0.2821  0.33
H11 -1.1554 0.0408 -0.3386  0.49
H12 -0.7541 -0.9964 -2.3667  0.34
H13 -0.4767 -3.3414 -3.6461  0.43
H14 -0.1091 -1.8061 -4.4405  0.41
H15 1.9125 -3.5625 -3.0034  0.33
H16 1.6915 -3.5334 -4.7473  0.39
H17 3.5704 -2.0256 -3.6541  0.30
H18 2.6191 -1.3875 -4.9893  0.30
H19 2.9399 0.0433 -2.7580  0.41
H20 1.4151 0.0868 -3.6373  0.34
H21 1.9779 -1.8140 -1.3319  0.36
H22 1.1415 -0.2768 -1.1476  0.25
H23 -0.9520 -3.8917 1.4070  0.50
H24 -1.7812 -2.2020 3.1278  0.21

Molar mass (g mol⁻¹): 304.390
LUMO (eV): 0.60
HOMO (eV): -8.86
Charge: 0
HOMO-LUMO gap (eV): 9.5

Model R:
Computed, not measured: the molecule C17H24N2O3, with ωB97M-V with the def2-TZVPD basis set.

Last column: Mulliken charge in e.
Atoms and positions in Å:
C1 1.9749 -4.9967 -1.7525  -0.67
O1 2.5599 -3.7823 -1.3600  -0.43
C2 1.7081 -2.9416 -0.6152  -0.42
C3 0.5922 -2.2978 -1.4614  -0.86
N1 0.0810 -1.1185 -0.7925  0.35
C4 -1.3473 -0.9407 -0.8560  -0.98
C5 -1.9357 -0.7112 -2.2729  -0.63
O2 -2.9523 0.2708 -2.2995  -0.40
C6 -4.1708 -0.1520 -1.7399  -0.76
C7 0.8582 0.0844 -1.0562  -1.61
C8 0.7046 1.0630 0.0762  -0.17
C9 -0.0461 2.1943 -0.0076  1.00
C10 -0.7537 2.6534 -1.2470  -1.26
N2 -0.1761 3.0190 1.0724  0.05
C11 0.4052 2.7627 2.2848  -0.02
C12 0.2111 3.6247 3.3682  -0.76
C13 0.8093 3.3525 4.5774  -0.44
C14 1.6101 2.2228 4.7312  -0.71
C15 1.8062 1.3722 3.6677  -0.41
C16 1.2092 1.6251 2.4309  0.35
C17 1.4288 0.7164 1.2950  0.70
O3 2.1846 -0.2446 1.3701  -0.75
H1 2.7700 -5.5937 -2.1963  0.27
H2 1.5576 -5.5325 -0.8904  0.30
H3 1.1807 -4.8519 -2.4945  0.25
H4 2.3455 -2.1607 -0.1973  0.19
H5 1.2588 -3.4930 0.2219  0.34
H6 1.0002 -2.0677 -2.4590  0.24
H7 -0.2275 -3.0083 -1.5909  0.60
H8 -1.8120 -1.8169 -0.3946  0.47
H9 -1.5922 -0.0707 -0.2400  0.49
H10 -1.1575 -0.3252 -2.9357  0.33
H11 -2.3133 -1.6516 -2.6972  0.49
H12 -4.8765 0.6634 -1.8882  0.25
H13 -4.5435 -1.0512 -2.2449  0.31
H14 -4.0776 -0.3615 -0.6689  0.32
H15 0.6033 0.5480 -2.0212  0.55
H16 1.9068 -0.2180 -1.0840  0.67
H17 -1.5044 1.9340 -1.5699  0.19
H18 -1.2489 3.6073 -1.0754  0.36
H19 -0.0434 2.7822 -2.0617  0.33
H20 -0.7309 3.8586 0.9807  0.24
H21 -0.4101 4.5013 3.2455  0.36
H22 0.6566 4.0210 5.4118  0.39
H23 2.0744 2.0211 5.6844  0.39
H24 2.4225 0.4901 3.7523  0.49

Molar mass (g mol⁻¹): 304.390
LUMO (eV): 0.60
HOMO (eV): -8.05
Charge: 0
HOMO-LUMO gap (eV): 8.6

Stability, lowest: model P

Model P:
Computed, not measured: a structure of composition C6H8NS, with ωB97M-V with the def2-TZVPD basis set.

Last column: Mulliken charge in e.
Atoms and positions in Å:
C1 -2.6323 0.7870 0.0824  -0.55
C2 -1.2421 1.2512 0.0550  -0.50
C3 -2.6427 -0.5572 0.0701  -0.29
C4 -0.3023 0.2785 -0.0384  0.22
C5 2.0191 -0.7963 -0.7142  -0.42
C6 1.1298 0.2968 -0.1357  0.24
N1 1.8981 -0.5623 0.7757  -0.16
S1 -1.1452 -1.2961 0.0307  -0.15
H1 -3.4180 1.4218 0.0326  0.50
H2 -0.9167 2.2914 -0.1255  0.32
H3 -3.6258 -1.0599 0.1493  0.37
H4 1.9196 -1.6971 -1.2756  0.26
H5 3.0387 -0.4722 -1.0588  0.29
H6 1.8107 1.5248 -0.2015  0.29
H7 1.3428 -1.2251 1.2872  0.28
H8 2.7662 -0.1853 1.0667  0.32

Molar mass (g mol⁻¹): 126.204
LUMO (eV): -3.63
HOMO (eV): -13.02
Charge: +1
HOMO-LUMO gap (eV): 9.4

Model Q:
Computed, not measured: a cluster of 2 separate species, C6H8NS in total, with ωB97M-V with the def2-TZVPD basis set.

Last column: Mulliken charge in e.
Atoms and positions in Å:
C1 1.4023 2.0533 -0.6218  -0.58
C2 0.1072 1.5016 -0.5544  -0.49
C3 2.3552 1.0855 -0.6410  -0.38
C4 0.1074 0.1573 -0.4105  0.14
C5 -1.4558 -0.8784 1.2680  -0.22
C6 -1.0672 -0.6872 -0.0905  -0.03
N1 -0.7409 -1.9638 0.6577  -0.19
S1 1.7740 -0.4980 -0.6023  -0.13
H1 1.5700 3.0064 -0.7934  0.54
H2 -0.7547 2.1882 -0.5004  0.37
H3 3.3572 1.1921 -0.8807  0.47
H4 -1.1421 -0.1501 1.9656  0.30
H5 -2.4576 -1.0756 1.4577  0.29
H6 -2.0590 -1.0631 -1.2350  0.31
H7 0.2594 -2.0184 0.7025  0.24
H8 -1.2554 -2.8500 0.2785  0.37

Molar mass (g mol⁻¹): 126.204
LUMO (eV): -4.17
HOMO (eV): -12.92
Charge: +1
HOMO-LUMO gap (eV): 8.7

Stability, lowest: model Q

Model P:
Computed, not measured: the molecule C4H3NS, with ωB97M-V with the def2-TZVPD basis set.

Last column: Mulliken charge in e.
Atoms and positions in Å:
N1 -2.5795 1.1929 -0.0321  -0.35
C1 -1.7540 0.4190 0.1291  0.16
C2 -0.7018 -0.5423 0.2874  -0.10
C3 0.6553 0.1386 -0.2549  -0.12
C4 1.9739 0.0974 -0.1340  -0.03
S1 3.5231 0.0689 0.0158  -0.34
H1 -0.9073 -1.4142 -0.3394  0.23
H2 -0.5895 -0.8493 1.3265  0.28
H3 0.3800 0.8890 -0.9985  0.27

Molar mass (g mol⁻¹): 97.142
LUMO (eV): -0.63
HOMO (eV): -8.91
Charge: 0
HOMO-LUMO gap (eV): 8.3

Model Q:
Computed, not measured: the molecule C4H3NS, with ωB97M-V with the def2-TZVPD basis set.

Last column: Mulliken charge in e.
Atoms and positions in Å:
N1 1.2689 -2.3360 -0.5252  -0.36
C1 0.5999 -1.6438 0.0865  0.21
C2 -0.4707 -0.8151 0.5207  -0.11
C3 -0.1622 0.7698 0.1074  -0.08
C4 0.5400 1.5765 -0.5566  -0.31
S1 -0.8545 2.4420 0.3254  -0.24
H1 -0.6287 -0.9503 1.6071  0.28
H2 -1.4319 -0.9120 -0.1780  0.22
H3 1.1392 1.8690 -1.3874  0.40

Molar mass (g mol⁻¹): 97.142
LUMO (eV): 0.58
HOMO (eV): -8.20
Charge: 0
HOMO-LUMO gap (eV): 8.8

Stability, lowest: model Q

Model P:
Computed, not measured: a structure of composition C36H60CeOP2, with ωB97M-V with the def2-TZVPD basis set.

Last column: Mulliken charge in e.
Atoms and positions in Å:
Ce1 -0.1682 0.0025 -0.0120  -0.72
C1 0.6913 -0.2242 2.2223  0.85
C2 1.7602 0.3499 1.4018  0.54
C3 -0.0779 1.8626 1.3691  0.08
C4 -0.4680 0.7052 2.1862  1.05
C5 1.2962 1.6589 0.8926  0.33
C6 0.7970 -1.4465 3.0493  -1.17
H1 1.4776 -2.1693 2.6028  0.30
H2 -0.1790 -1.9231 3.1656  0.23
H3 1.1580 -1.1679 4.0364  0.53
C7 -1.7685 0.5330 2.8423  -0.08
H4 -1.9057 -0.4932 3.1773  -0.75
H5 -2.5960 0.7567 2.1591  0.01
H6 -1.8139 1.1907 3.7032  0.48
C8 -0.9075 3.0680 1.1421  -1.48
H7 -0.8064 3.6867 2.0352  0.42
H8 -1.9554 2.7964 1.0014  0.31
H9 -0.5655 3.6301 0.2748  0.36
C9 2.1090 2.6452 0.1291  -1.45
H10 2.6123 3.2929 0.8547  0.37
H11 1.4811 3.2662 -0.5153  0.34
H12 2.8697 2.1560 -0.4772  0.40
C10 3.1473 -0.1646 1.2995  -1.35
H13 3.7391 0.3559 2.0600  0.44
H14 3.5834 0.0395 0.3232  0.28
H15 3.1848 -1.2321 1.4977  0.40
C11 -0.9558 -1.9279 -0.8489  0.19
C12 0.2245 -2.2793 -0.0914  0.79
C13 1.5149 -2.6329 -0.6929  -1.56
C14 1.9347 -1.6900 -1.8416  -1.22
C15 1.5215 -0.2681 -1.6469  -0.60
C16 0.3184 0.2950 -2.2253  -0.32
C17 -0.6783 -0.5231 -2.9726  -0.73
C18 -1.0442 -1.8761 -2.3077  -1.99
H16 1.4330 -3.6737 -1.0490  0.60
H17 1.5345 -2.0471 -2.7948  0.11
H18 2.2908 -2.6359 0.0877  0.35
H19 -0.4191 -2.6792 -2.7115  0.37
H20 -1.9040 -1.8987 -0.2676  1.30
H21 0.0498 -2.5768 0.9471  -0.05
H22 -2.0833 -2.1218 -2.5782  0.56
H23 -1.5944 0.0774 -3.1019  0.42
H24 0.2680 1.3920 -2.3209  0.95
H25 -0.2639 -0.6945 -3.9786  0.06
H26 3.0296 -1.7005 -1.9351  0.52
H27 2.2954 0.4549 -1.3627  1.09
P1 -1.2144 -0.7406 -7.2747  0.45
P2 -0.8684 2.0083 -8.8341  0.19
C19 -1.2299 -0.7954 -9.1458  -0.82
C20 -1.5773 0.5569 -9.7811  -0.94
H28 -1.9762 -1.5466 -9.4366  0.42
H29 -0.2478 -1.1490 -9.4968  0.43
H30 -1.1710 0.6085 -10.7987  0.46
H31 -2.6700 0.6836 -9.8509  0.41
C21 -1.6843 3.3890 -9.7427  -1.09
H32 -1.2292 4.3408 -9.4337  0.37
H33 -2.7512 3.4311 -9.4801  0.34
H34 -1.5878 3.2850 -10.8315  0.32
C22 0.7950 2.0669 -9.6478  -1.12
H35 0.7173 2.0743 -10.7432  0.34
H36 1.3921 1.2006 -9.3347  0.28
H37 1.3222 2.9751 -9.3214  0.37
C23 -2.6640 -1.8426 -6.9572  -1.17
H38 -2.7277 -2.0575 -5.8810  0.24
H39 -2.5875 -2.7909 -7.5076  0.37
H40 -3.5900 -1.3304 -7.2545  0.35
C24 0.1465 -1.9425 -6.9463  -1.08
H41 1.1153 -1.4944 -7.2107  0.30
H42 0.0170 -2.8754 -7.5113  0.43
H43 0.1690 -2.1755 -5.8709  0.22
C25 -2.7911 -0.5874 5.9061  -1.53
C26 -1.7846 -1.5375 5.2213  1.07
C27 -0.9790 -2.3232 6.2709  -1.70
C28 -2.4895 -2.4746 4.1424  0.81
C29 -3.3541 -3.3297 4.8343  -0.33
C30 -4.0127 -4.4089 4.2645  -1.74
C31 -3.7488 -4.6917 2.9341  -0.21
C32 -2.9232 -3.9097 2.1363  -0.21
C33 -2.4326 -4.5801 0.8481  1.85
C34 -1.0400 -5.1576 1.1329  -1.31
C35 -3.2975 -5.7294 0.2984  -2.06
C36 -2.3078 -2.6354 2.6135  -0.07
O1 -1.7389 -1.9261 1.8595  -0.01
H44 -3.5327 -1.1268 6.5043  0.34
H45 -3.3203 0.0221 5.1684  0.34
H46 -2.2536 0.0935 6.5797  0.39
H47 -1.0060 -0.8878 4.8074  -0.11
H48 -1.6006 -2.9677 6.8953  0.34
H49 -0.2144 -2.9277 5.7741  0.37
H50 -0.4628 -1.6165 6.9333  0.44
H51 -3.5354 -3.2375 5.9234  0.19
H52 -4.6537 -5.0581 4.8675  0.38
H53 -4.1982 -5.6384 2.5964  0.18
H54 -2.4246 -3.8103 0.0478  -0.28
H55 -1.1322 -5.9772 1.8557  0.41
H56 -0.5752 -5.5432 0.2230  0.35
H57 -0.3579 -4.4423 1.6071  0.16
H58 -4.3256 -5.4073 0.1236  0.41
H59 -2.8749 -6.0699 -0.6558  0.46
H60 -3.2838 -6.5914 0.9672  0.44

Molar mass (g mol⁻¹): 710.939
LUMO (spin up / spin down) (eV): -5.19 / -5.00
2S+1: 2
HOMO (spin up / spin down) (eV): -8.47 / -8.35
Charge: +1
HOMO-LUMO gap (spin up / spin down) (eV): 3.3 / 3.3

Model Q:
Computed, not measured: a structure of composition C36H60CeOP2, with ωB97M-V with the def2-TZVPD basis set.

Last column: Mulliken charge in e.
Atoms and positions in Å:
Ce1 0.6978 -0.5319 0.1334  0.85
C1 1.9338 1.4745 0.7944  0.52
C2 0.8067 1.3987 1.6824  0.21
C3 2.1103 -0.5031 2.0108  0.19
C4 2.7306 0.2941 0.9654  0.71
C5 0.9321 0.1969 2.4595  0.75
C6 2.1793 2.5735 -0.1747  -1.21
H1 1.6250 3.4584 0.1536  0.57
H2 1.8627 2.2999 -1.1967  0.07
H3 3.2474 2.8349 -0.2202  0.42
C7 3.7067 -0.1347 -0.0636  -0.94
H4 3.2253 -0.2285 -1.0710  0.17
H5 4.1971 -1.0886 0.1900  0.39
H6 4.4678 0.6565 -0.1544  0.34
C8 2.4597 -1.9152 2.3249  -1.34
H7 3.4993 -1.9562 2.6641  0.41
H8 2.3644 -2.5860 1.4506  0.35
H9 1.8030 -2.2955 3.1163  0.39
C9 -0.0525 -0.2238 3.4976  -1.39
H10 0.2847 0.0449 4.5089  0.33
H11 -0.2437 -1.3050 3.4857  0.37
H12 -1.0024 0.2886 3.3394  0.34
C10 -0.2198 2.4647 1.8545  -1.69
H13 0.0374 3.1344 2.6911  0.33
H14 -1.2144 2.0512 2.0402  0.35
H15 -0.2773 3.0759 0.9555  0.35
C11 -1.7541 0.1293 -2.4444  -0.35
C12 -1.5051 1.3233 -1.8808  -0.32
C13 -2.4312 2.1741 -1.0696  -0.83
C14 -3.5240 1.4568 -0.2182  -1.24
C15 -3.0604 0.3502 0.6850  -0.34
C16 -2.8711 -0.9400 0.3901  -0.92
C17 -3.0065 -1.6146 -0.9529  1.46
C18 -2.9653 -0.7586 -2.2413  -0.94
H16 -2.9092 2.8970 -1.7592  0.49
H17 -4.3501 1.1488 -0.8757  0.35
H18 -1.8240 2.8077 -0.4067  0.04
H19 -3.9158 -0.2030 -2.3513  0.27
H20 -0.9964 -0.2607 -3.1454  0.41
H21 -0.5145 1.7755 -2.0750  0.82
H22 -2.9331 -1.4811 -3.0756  0.47
H23 -2.2622 -2.4302 -1.0310  0.39
H24 -2.6541 -1.6251 1.2350  0.68
H25 -3.9633 -2.1763 -0.9439  -1.52
H26 -3.9484 2.2253 0.4516  0.53
H27 -2.8114 0.6583 1.7175  0.60
P1 -5.9087 -3.6556 -1.3240  0.56
P2 -6.4493 -5.6107 0.9049  0.18
C19 -7.5476 -4.5538 -1.4274  -0.92
C20 -7.5266 -5.8262 -0.5911  -0.95
H28 -7.7293 -4.7964 -2.4832  0.45
H29 -8.3330 -3.8560 -1.0969  0.46
H30 -8.5416 -6.0784 -0.2595  0.52
H31 -7.1297 -6.6783 -1.1602  0.45
C21 -6.6211 -7.3587 1.4787  -1.11
H32 -6.1927 -7.4402 2.4895  0.38
H33 -6.0633 -8.0045 0.7822  0.35
H34 -7.6882 -7.6405 1.4877  0.31
C22 -7.7938 -4.9101 1.9623  -1.13
H35 -8.7069 -5.5080 1.8290  0.36
H36 -7.9835 -3.8666 1.6820  0.27
H37 -7.4690 -4.9551 3.0098  0.39
C23 -5.3951 -4.0364 -3.0525  -1.20
H38 -4.5006 -3.4633 -3.3243  0.23
H39 -6.2202 -3.8012 -3.7370  0.38
H40 -5.1652 -5.1081 -3.1129  0.35
C24 -6.6130 -1.9657 -1.5122  -0.93
H41 -7.1851 -1.7419 -0.6043  0.33
H42 -7.2816 -1.9361 -2.3789  0.43
H43 -5.8205 -1.2171 -1.6201  0.09
C25 6.1345 1.2691 -2.4048  -1.65
C26 4.8379 2.0719 -2.5651  3.16
C27 5.2118 3.5532 -2.5363  -1.73
C28 4.1017 1.7118 -3.8576  0.11
C29 4.8147 1.7430 -5.0376  -0.16
C30 4.1943 1.5325 -6.2637  -1.48
C31 2.8061 1.3595 -6.3284  -0.32
C32 2.0356 1.3457 -5.1826  -0.41
C33 0.5114 1.3989 -5.2197  2.58
C34 0.0286 2.8116 -4.9046  -1.25
C35 -0.0783 0.9593 -6.5689  -1.96
C36 2.7138 1.2644 -3.8894  0.44
O1 2.1138 0.8087 -2.8525  -0.31
H44 6.8471 1.5724 -3.1816  0.42
H45 5.9574 0.1911 -2.5028  0.32
H46 6.5960 1.4680 -1.4272  0.47
H47 4.1653 1.8461 -1.7420  -2.52
H48 5.9465 3.7490 -3.3230  0.43
H49 4.3438 4.1942 -2.7162  0.36
H50 5.6620 3.8326 -1.5746  0.47
H51 5.8920 1.9345 -4.9869  0.27
H52 4.7871 1.5661 -7.1869  0.32
H53 2.3097 1.2430 -7.2960  0.34
H54 0.1545 0.7114 -4.4385  -1.19
H55 0.2925 3.4687 -5.7445  0.39
H56 -1.0558 2.8402 -4.7671  0.34
H57 0.5025 3.1988 -3.9987  0.23
H58 0.3199 -0.0135 -6.8970  0.42
H59 -1.1682 0.8711 -6.4816  0.43
H60 0.1340 1.7057 -7.3507  0.37

Molar mass (g mol⁻¹): 710.939
LUMO (spin up / spin down) (eV): -4.26 / -4.22
2S+1: 2
HOMO (spin up / spin down) (eV): -7.87 / -7.87
Charge: +1
HOMO-LUMO gap (spin up / spin down) (eV): 3.6 / 3.6

Stability, lowest: model P